{
  "formula": "C6H14N2O8SZn",
  "method": "wB97M-V/def2-TZVPD",
  "elements": ["C", "O", "C", "H", "O", "H", "O", "H", "O", "N", "H", "Zn", "H", "H", "O", "O", "N", "H", "C", "S", "H", "H", "C", "H", "C", "H", "O", "C", "O", "H", "H", "H"],
  "xyz": [[1.388, 3.594, -0.522], [-1.572, -1.805, -3.466], [0.961, 2.278, -1.136], [-2.591, 1.978, 2.248], [0.342, -1.027, -2.233], [1.123, 3.051, -3.016], [-0.230, -3.165, -0.131], [1.166, 3.520, 0.543], [0.497, 1.321, -0.538], [-2.671, -0.674, 2.537], [2.473, 3.700, -0.542], [0.067, -1.060, -0.385], [2.666, -2.845, 1.714], [-1.177, 1.727, 3.244], [-0.861, -0.463, 1.306], [-0.953, 0.570, -3.413], [1.090, 2.218, -2.445], [2.921, -3.051, -0.037], [0.899, -3.661, 0.638], [-0.971, -0.696, -2.727], [-3.560, -0.218, 2.680], [0.676, 1.456, -2.961], [-1.664, 0.047, 2.046], [0.944, 4.443, -1.042], [2.217, -2.726, 0.728], [-0.856, 1.903, 1.560], [1.913, -1.355, 0.576], [-1.600, 1.524, 2.260], [-1.587, -0.511, -1.388], [0.360, -3.889, 1.557], [1.271, -4.566, 0.159], [-2.680, -1.619, 2.181]],
  "forces_ev_per_a": [[0.3, -0.5, 0.9], [0.1, 0.7, -0.1], [-0.6, -0.4, 0.0], [0.1, 0.2, -0.3], [5.6, -1.6, -1.9], [0.3, 0.1, 0.4], [2.0, -0.6, 1.1], [-0.4, 0.5, -0.1], [0.4, 0.5, 1.5], [-1.2, -0.6, 0.9], [0.1, -0.1, -0.4], [1.6, 0.5, 1.5], [0.2, -0.6, 0.3], [-0.1, -0.1, 0.3], [0.9, -0.8, 0.6], [0.0, 1.2, -1.5], [0.6, 0.8, -2.4], [0.1, -0.4, -0.2], [0.3, 1.1, -1.8], [-3.0, -1.0, -0.3], [0.2, -0.2, 0.2], [-0.5, -0.7, 0.3], [0.2, 1.2, -1.5], [-0.1, 0.0, 0.3], [-2.4, 2.3, 0.1], [-0.5, 0.1, -0.3], [-0.8, -1.5, -0.3], [0.3, 0.1, 0.9], [-3.1, 0.3, 1.5], [0.3, 0.0, 0.6], [-0.6, -0.6, 0.1], [-0.3, 0.1, 0.0]],
  "total_energy_ev": -85063.3399,
  "spin_multiplicity": 2,
  "e_lumo_ev": [2.660, 1.248],
  "charge": -1
}